Entry from the Open Molecules 2025 dataset: 2 unconnected molecules or ions with the total composition C3H5NO4 in a non-equilibrium geometry (ωB97M-V with the def2-TZVPD basis set).

Last column: Löwdin charge in e.
CARTESIAN COORDINATES (ANGSTROEM)
1 O 1.4577 -1.7731 -0.9402  0.0276
2 O -0.5129 -2.2593 0.4311  -0.0894
3 O 1.9068 0.9945 -0.9665  0.1244
4 O 0.1426 2.6262 0.0687  0.0628
5 N 0.6444 -0.8517 -0.8399  0.0447
6 C -1.2037 0.8344 0.7822  0.1264
7 C -0.1243 1.3048 0.1572  -0.3390
8 C 0.9347 0.4553 -0.4458  -0.3515
9 H -1.2906 -2.5473 -0.0601  0.0596
10 H 0.3155 -2.7773 0.0544  0.1035
11 H -1.4109 -0.2175 0.8235  0.0453
12 H -1.8460 1.4910 1.3444  0.0790
13 H 0.9867 2.7201 -0.4089  0.1066

Output
- orbital gap (alpha / beta) (eV) = 7.76 / 7.86
- LUMO level (alpha / beta) (eV) = -1.78 / -1.62
- E_tot (Ha) = -472.87119
- max |F| (eV/A) = 3.55
- ΔE to the lowest compared entry with this formula, charge and spin (kJ/mol) = 520.5
- charge = 0